# 1
{"formula": "C5H10O", "method": "the ωB97M-V functional and the def2-TZVPD basis", "homo_energy_ev": -9.5, "e_above_lowest_kj_mol": 32.0, "fmax_ev_per_a": 0.29, "homo_lumo_gap_ev": 10.630, "species": ["C", "C", "C", "C", "C", "O", "H", "H", "H", "H", "H", "H", "H", "H", "H", "H"], "xyz": [[-1.238160, 1.623211, 0.159654], [-0.858300, 0.152000, 0.154414], [0.017731, -0.278130, -1.034619], [0.967232, -1.291421, -0.395117], [1.176121, -0.638156, 0.965376], [-0.103437, -0.151487, 1.334118], [-1.861571, 1.852574, 1.029393], [-1.794015, 1.889992, -0.746586], [-0.335475, 2.242282, 0.211967], [-1.770116, -0.462194, 0.187056], [-0.571181, -0.682580, -1.863208], [0.588102, 0.580459, -1.413700], [1.893232, -1.447353, -0.956751], [0.468702, -2.259365, -0.265667], [1.899159, 0.191146, 0.886531], [1.521976, -1.320977, 1.747139]], "forces_ev_per_a": [[0.0, 0.0, 0.0], [-0.2, 0.1, -0.2], [0.0, 0.0, 0.0], [0.0, -0.1, 0.0], [0.3, -0.1, 0.0], [0.0, 0.0, 0.1], [0.1, 0.0, -0.1], [0.1, -0.1, 0.1], [-0.1, -0.1, 0.0], [0.1, 0.1, 0.0], [0.1, 0.1, 0.1], [-0.1, -0.1, 0.1], [-0.1, 0.1, 0.1], [0.1, 0.1, 0.0], [-0.1, -0.1, 0.0], [-0.1, 0.1, -0.1]]}

# 2
{"formula": "C37H83O19P3", "method": "the ωB97M-V functional and the def2-TZVPD basis", "homo_energy_ev": [-10.7, -10.7], "total_charge": 1, "multiplicity": 2, "fmax_ev_per_a": 4.55, "homo_lumo_gap_ev": [7.883, 2.042], "species": ["C", "O", "P", "O", "O", "C", "O", "C", "H", "H", "H", "H", "H", "H", "H", "H", "H", "C", "O", "P", "O", "O", "C", "O", "C", "H", "H", "H", "H", "H", "H", "H", "H", "H", "C", "O", "P", "O", "O", "C", "O", "C", "H", "H", "H", "H", "H", "H", "H", "H", "H", "C", "C", "C", "O", "C", "H", "H", "H", "H", "H", "H", "H", "H", "C", "C", "C", "O", "C", "H", "H", "H", "H", "H", "H", "H", "H", "C", "C", "C", "O", "C", "H", "H", "H", "H", "H", "H", "H", "H", "C", "C", "C", "O", "C", "H", "H", "H", "H", "H", "H", "H", "H", "C", "C", "C", "O", "C", "H", "H", "H", "H", "H", "H", "H", "H", "C", "C", "C", "O", "C", "H", "H", "H", "H", "H", "H", "H", "H", "C", "C", "C", "O", "C", "H", "H", "H", "H", "H", "H", "H", "H"], "xyz": [[3.893634, -2.060805, 4.456959], [4.369428, -2.288084, 3.139451], [4.795318, -1.103742, 2.125439], [3.883407, 0.053352, 2.011900], [6.284825, -0.666470, 2.645378], [7.402153, -1.550605, 2.610642], [5.019222, -2.070503, 0.787525], [4.983602, -1.613585, -0.563385], [3.077099, -2.735083, 4.715262], [3.565276, -1.041997, 4.662658], [4.738180, -2.320399, 5.095280], [8.032749, -1.387214, 3.484561], [7.971061, -1.377127, 1.697223], [7.130352, -2.605730, 2.580168], [5.894891, -1.956162, -1.053593], [4.940998, -0.525687, -0.615931], [4.118320, -2.079451, -1.034936], [1.468408, 0.039084, -0.710601], [0.204197, 0.731844, -0.561983], [-0.022292, 1.721913, 0.679413], [1.049019, 2.744155, 0.814566], [-0.165396, 0.653905, 1.884772], [-0.768812, 1.097987, 3.112553], [-1.546167, 2.258284, 0.447817], [-2.619114, 1.378415, 0.221798], [1.445775, -0.906076, -0.168151], [2.323188, 0.559133, -0.278156], [1.548661, -0.125362, -1.785127], [-0.967597, 2.160714, 3.251076], [-0.128560, 0.768963, 3.931037], [-1.769446, 0.710417, 3.303921], [-2.369126, 0.317536, 0.210028], [-3.204497, 1.607110, -0.668778], [-3.163823, 1.539332, 1.152118], [4.750253, 2.134330, -1.738749], [3.801820, 1.765172, -2.731628], [3.420178, 2.865086, -3.904445], [4.573045, 3.508334, -4.585793], [2.319789, 3.872443, -3.208719], [1.078496, 3.460295, -2.833797], [2.542613, 1.916999, -4.910201], [1.630372, 2.467919, -5.878009], [5.588122, 1.446816, -1.854461], [4.291469, 1.910719, -0.775620], [5.172944, 3.137202, -1.678010], [0.960358, 3.687851, -1.774377], [0.893745, 2.391926, -2.945845], [0.358038, 4.009371, -3.440059], [1.748290, 2.234508, -6.936179], [1.627348, 3.542160, -5.693339], [0.664715, 2.093626, -5.538132], [3.400716, 3.292545, 5.515473], [2.761838, 2.643457, 4.283546], [2.335374, 3.872780, 3.486327], [2.400544, 4.963160, 4.366026], [2.697282, 4.576649, 5.683346], [4.446317, 3.529021, 5.318264], [3.505317, 2.666025, 6.401260], [1.865839, 2.052892, 4.474682], [3.419740, 2.022897, 3.675135], [1.281324, 3.742864, 3.240959], [2.978702, 4.128071, 2.644279], [1.827329, 4.404959, 6.317230], [3.235647, 5.341533, 6.243008], [-0.381942, -2.973013, 1.928028], [1.016889, -2.797552, 2.424605], [1.758742, -3.732089, 1.586870], [0.827147, -4.690775, 1.115554], [-0.483584, -4.444954, 1.515720], [-0.519707, -2.279744, 1.098270], [-1.111143, -2.663268, 2.676639], [1.122498, -3.108236, 3.464040], [1.400419, -1.782478, 2.321553], [2.538744, -4.174492, 2.206533], [2.268900, -3.234372, 0.762178], [-0.476785, -5.135216, 2.359278], [-1.184505, -4.779423, 0.750910], [4.715321, -2.799904, -5.617752], [4.358233, -2.183853, -4.264353], [3.047133, -1.458511, -4.568049], [2.408648, -2.391544, -5.495554], [3.401076, -2.990501, -6.332475], [5.178858, -3.754515, -5.368856], [5.401445, -2.262790, -6.272616], [5.146887, -1.498410, -3.954070], [4.192533, -2.950831, -3.507781], [3.184469, -0.455601, -4.972277], [2.446500, -1.403561, -3.660120], [3.417222, -2.516741, -7.314002], [3.067947, -4.019413, -6.468427], [-5.602604, -2.550784, 1.913949], [-4.102942, -2.344936, 1.889189], [-3.749035, -3.028644, 0.545294], [-4.532942, -4.194886, 0.646083], [-5.795453, -3.975631, 1.399863], [-6.160979, -1.919478, 1.222740], [-6.011666, -2.367088, 2.907440], [-3.576162, -2.946100, 2.630272], [-3.629231, -1.364669, 1.941914], [-2.712817, -3.241225, 0.282312], [-4.129104, -2.459492, -0.303061], [-5.967241, -4.651041, 2.237962], [-6.642899, -4.077887, 0.722019], [-4.764811, 3.301235, 3.851161], [-3.478359, 4.106883, 4.150449], [-2.966080, 3.376947, 5.365406], [-3.165347, 2.020180, 5.149511], [-4.468757, 1.947037, 4.494658], [-4.995511, 3.116622, 2.801974], [-5.655197, 3.742405, 4.299141], [-3.659426, 5.168426, 4.319125], [-2.742416, 4.013924, 3.351794], [-3.498926, 3.609949, 6.287309], [-1.901146, 3.443594, 5.588027], [-5.203400, 1.683496, 5.255542], [-4.456002, 1.160249, 3.740401], [-6.001745, 1.236572, -2.888264], [-5.665927, 0.212789, -1.782769], [-6.254990, -1.082690, -2.298659], [-6.405156, -0.934207, -3.692077], [-6.625866, 0.428445, -4.038183], [-5.126023, 1.716898, -3.324719], [-6.722822, 2.018910, -2.651404], [-6.178598, 0.486469, -0.860616], [-4.607440, 0.204525, -1.522718], [-7.284364, -1.192674, -1.957484], [-5.772092, -2.022315, -2.030279], [-7.694062, 0.592205, -3.895896], [-6.255053, 0.774950, -5.002830], [-2.418041, -0.638869, -2.949878], [-1.624617, -1.845630, -3.402693], [-1.481040, -1.492065, -4.901622], [-1.449168, -0.098384, -5.010353], [-2.205415, 0.490462, -3.909526], [-2.333429, -0.355787, -1.900677], [-3.458105, -0.919838, -3.115482], [-2.206660, -2.751693, -3.234263], [-0.630302, -1.921442, -2.962572], [-2.308551, -1.891528, -5.487917], [-0.549109, -1.852792, -5.336923], [-3.184169, 0.782477, -4.290146], [-1.723246, 1.358240, -3.459449]], "forces_ev_per_a": [[0.7, 0.1, 1.0], [-0.5, 0.3, -1.6], [1.6, -0.6, -0.5], [0.6, -1.2, -0.1], [-2.0, -0.2, -0.6], [0.4, -0.6, -0.4], [-0.4, 0.9, 2.6], [0.1, 0.3, 0.0], [0.0, -0.1, -0.4], [0.1, 0.1, -0.3], [-0.2, 0.2, 0.3], [-0.2, 0.2, -0.1], [0.1, 0.2, 0.1], [-0.3, 0.0, 0.2], [-0.1, 0.0, 0.0], [-0.2, 0.0, -0.1], [0.0, 0.2, -0.2], [-0.3, 0.1, -0.1], [0.1, 0.1, 0.7], [0.3, 0.6, -0.5], [-1.9, -1.1, 0.1], [-0.5, 0.7, -0.3], [-0.2, 0.0, 1.1], [3.0, 0.2, -0.6], [-0.8, -0.5, 1.4], [-0.3, -0.3, -0.1], [-0.2, 0.5, -0.3], [0.4, 0.0, 0.2], [0.7, 0.3, -0.6], [0.0, 0.1, -0.1], [0.0, -0.7, -0.5], [0.4, 0.0, -0.2], [0.3, 0.4, 0.1], [-1.0, -0.3, -0.4], [0.6, -1.0, 1.0], [-1.0, 1.6, -1.9], [-0.2, -0.4, -0.8], [-1.5, -0.4, 1.5], [4.2, -0.4, -1.8], [-2.1, -0.5, 1.0], [1.4, 0.0, 1.0], [-1.0, 0.8, 1.5], [0.2, 0.1, 0.0], [-0.1, 0.2, 0.1], [-0.5, 0.2, -0.7], [-0.3, 0.1, 0.0], [0.1, -0.2, -0.2], [-0.3, -0.1, 0.2], [0.8, -0.3, 0.4], [-0.1, 0.2, -0.6], [-0.2, 0.0, -0.4], [1.9, -1.4, 0.1], [0.3, 0.1, -0.4], [-0.5, -0.2, 0.3], [0.0, 1.8, 0.7], [-0.8, 0.0, 0.7], [0.2, 0.0, -0.5], [-0.6, -0.1, 0.1], [0.1, -0.1, 0.5], [0.2, -0.1, 0.3], [0.1, 0.1, -0.8], [-0.3, -0.3, -0.2], [-0.8, 0.1, -0.2], [0.4, 0.2, -0.5], [-1.7, 1.0, 0.4], [-0.3, 0.8, 1.1], [0.6, -0.1, 0.5], [1.8, -1.0, -1.4], [0.7, 1.8, 0.1], [-0.3, -0.3, -0.4], [-0.1, -0.3, -0.1], [-0.1, 0.1, 0.2], [-0.2, 0.1, 0.1], [0.4, -0.9, -0.6], [0.1, -0.4, -0.8], [-0.7, -0.4, 0.8], [0.0, -0.1, 0.0], [0.7, -1.3, 0.3], [0.1, 1.2, -0.6], [0.1, -1.4, -0.2], [-0.3, 1.1, 0.7], [-0.9, 0.1, 0.1], [0.2, -0.1, -0.5], [0.1, 0.3, 0.5], [0.0, 0.0, 0.3], [0.1, 0.0, -0.1], [0.0, -0.1, -0.2], [-0.4, 0.1, -0.2], [-0.1, 0.1, -0.1], [0.3, -0.1, 0.0], [-0.7, 0.5, 0.4], [1.7, -0.2, -1.4], [-1.8, 0.5, 0.6], [-0.7, -2.0, 0.2], [1.3, 0.8, -0.3], [0.4, 0.6, 0.0], [-0.1, -0.2, 0.0], [-0.3, -0.1, 0.4], [-0.7, 0.4, 0.1], [0.1, -0.3, 0.5], [0.0, 0.5, -0.1], [0.7, -0.5, -0.3], [0.2, 0.1, -0.1], [0.1, -0.2, 0.0], [-0.3, 0.1, -0.2], [0.9, 0.3, 1.2], [-1.3, -1.3, -1.6], [0.3, -0.5, 0.6], [0.2, 0.5, -0.1], [0.2, 0.2, 0.0], [0.0, -0.1, 0.0], [-0.1, 0.0, -0.2], [-0.2, 0.7, 0.1], [0.1, 0.6, -0.2], [-0.1, 0.0, 0.0], [0.2, -0.2, 0.1], [0.5, 0.3, -0.9], [-0.4, 0.9, 0.6], [-1.2, 0.2, -0.3], [1.4, -0.7, -1.7], [-0.8, -0.1, 2.2], [0.3, 0.2, 0.6], [0.3, 0.0, 0.6], [0.0, 0.1, 0.1], [0.0, -0.3, -0.4], [-0.2, 0.1, 0.7], [0.5, 0.1, -0.4], [-0.3, 0.1, -0.9], [-0.1, -0.8, -0.1], [-1.4, -0.6, 0.9], [0.4, 0.5, -0.8], [0.3, -0.9, 0.0], [0.0, 1.6, 0.9], [0.3, -0.4, -1.1], [0.3, -0.1, -0.1], [-0.2, -0.2, 0.4], [0.3, -0.1, 0.0], [0.0, 0.0, 0.2], [-0.3, -0.1, 0.0], [0.0, -0.2, 0.0], [0.1, 0.4, -0.2], [0.4, 0.0, -0.4]]}

# 3
{"formula": "C5H13NS", "method": "the ωB97M-V functional and the def2-TZVPD basis", "homo_energy_ev": -9.0, "e_above_lowest_kj_mol": 37.9, "fmax_ev_per_a": 1.05, "homo_lumo_gap_ev": 10.044, "species": ["C", "C", "C", "N", "C", "C", "S", "H", "H", "H", "H", "H", "H", "H", "H", "H", "H", "H", "H", "H"], "xyz": [[-0.610071, -2.761828, 0.834355], [-1.485542, -1.778382, 0.054167], [-0.699607, -0.751840, -0.731365], [-0.139308, 0.255808, 0.169840], [0.641929, 1.271066, -0.528412], [1.086125, 2.411204, 0.367577], [2.379856, 3.435524, -0.380776], [0.155753, -2.232442, 1.401562], [-0.121396, -3.432286, 0.124710], [-1.226617, -3.337626, 1.523379], [-2.145296, -1.230774, 0.727560], [-2.207210, -2.339120, -0.547966], [0.129447, -1.232280, -1.258773], [-1.301195, -0.201905, -1.456239], [0.536528, -0.152007, 0.808159], [1.525014, 0.819684, -0.994233], [0.023750, 1.739558, -1.297710], [1.582799, 2.031061, 1.267322], [0.287548, 3.058428, 0.719876], [1.587498, 4.428156, -0.803033]], "forces_ev_per_a": [[-0.2, 0.3, -0.4], [-0.7, -0.1, 0.3], [0.6, 0.2, 0.3], [0.3, 0.7, 0.4], [-0.5, 0.2, -0.3], [0.6, -0.2, 0.8], [0.0, 0.3, -0.2], [0.0, -0.1, 0.1], [0.1, -0.1, 0.2], [0.2, -0.1, 0.0], [0.1, 0.1, 0.3], [0.4, 0.0, -0.4], [0.0, -0.3, -0.4], [-0.1, -0.2, 0.0], [-0.4, -0.4, 0.1], [0.1, 0.2, -0.3], [0.0, -0.3, -0.3], [-0.2, -0.2, 0.0], [-0.2, -0.2, -0.1], [0.0, 0.0, -0.1]]}